Record 1
Here is a cluster of 6 separate species, C18H51O21P5 in total at a distorted geometry from the OMol25 dataset. Energies are from ωB97M-V with the def2-TZVPD basis set.

Last column: Mulliken charge in e.
CARTESIAN COORDINATES (ANGSTROEM)
1 C 0.593 -1.131 -0.123  0.16
2 C 1.437 -0.849 1.104  0.44
3 O 2.676 -0.938 1.171  -0.50
4 C 0.781 -0.581 2.465  -0.05
5 H 1.162 -1.598 -0.881  0.26
6 H -0.001 -0.107 -0.523  -0.29
7 H -0.137 -1.943 -0.052  -0.18
8 H 1.510 -0.664 3.279  0.48
9 H -0.272 -1.159 2.517  -0.12
10 H 0.582 0.636 2.443  -0.25
11 C 4.122 -1.264 -2.017  -0.80
12 O 4.699 -0.643 -0.985  -0.16
13 P 5.539 -1.467 0.161  1.03
14 O 5.210 -2.972 0.202  -0.76
15 O 7.033 -1.439 -0.242  -0.34
16 C 8.009 -2.173 0.313  -0.64
17 O 5.656 -0.653 1.554  -0.22
18 C 5.876 0.741 1.555  -0.48
19 H 4.897 -1.830 -2.630  0.34
20 H 3.553 -0.657 -2.767  0.23
21 H 3.640 -2.122 -1.639  0.42
22 H 8.030 -1.864 1.404  0.26
23 H 8.910 -1.805 -0.353  0.20
24 H 8.000 -3.241 0.360  0.26
25 H 5.908 1.146 2.567  0.25
26 H 5.018 1.253 1.045  0.14
27 H 6.932 0.926 1.125  0.25
28 C 0.497 -2.524 -4.362  -0.90
29 O 0.250 -1.609 -3.454  -0.06
30 P -0.800 -0.360 -3.706  0.45
31 O -2.051 -1.006 -4.153  -0.76
32 O -1.114 0.609 -2.489  0.28
33 C -2.369 0.528 -1.769  -1.04
34 O -0.261 0.650 -4.976  -0.33
35 C -1.217 1.394 -5.639  -0.63
36 H -0.317 -3.190 -4.572  0.31
37 H 1.153 -3.279 -4.037  0.32
38 H 0.956 -1.952 -5.247  0.32
39 H -3.139 0.726 -2.380  0.59
40 H -2.383 1.003 -0.974  0.35
41 H -2.694 -0.561 -1.552  0.25
42 H -1.028 1.557 -6.662  0.36
43 H -1.448 2.414 -5.109  0.12
44 H -2.298 1.136 -5.378  0.31
45 C 1.255 2.656 -0.645  -0.03
46 O 0.861 3.847 0.046  -0.28
47 P -0.469 4.551 -0.446  0.61
48 O -1.071 5.466 0.628  -0.69
49 O 0.036 5.372 -1.689  -0.27
50 C 0.752 6.653 -1.577  -0.87
51 O -1.565 3.515 -1.228  0.55
52 C -2.478 4.032 -2.075  -1.15
53 H 1.728 2.970 -1.679  0.24
54 H 0.340 2.119 -1.035  -0.18
55 H 1.871 1.999 -0.065  0.30
56 H 0.299 7.566 -1.826  0.37
57 H 1.655 6.583 -2.398  0.23
58 H 1.220 6.901 -0.687  0.35
59 H -2.076 4.781 -2.863  0.19
60 H -2.945 4.590 -1.497  0.69
61 H -3.058 3.208 -2.542  0.20
62 C -3.458 4.471 3.125  -0.39
63 O -3.309 3.053 3.321  -0.41
64 P -1.903 2.190 2.857  -0.02
65 O -1.585 2.453 1.446  0.44
66 O -0.668 2.517 3.866  -0.31
67 C 0.281 3.472 3.408  -0.32
68 O -2.218 0.654 3.077  -0.29
69 C -3.429 -0.052 2.772  -0.73
70 H -2.817 5.100 3.831  0.21
71 H -4.683 4.797 3.327  0.21
72 H -3.134 4.541 1.906  0.12
73 H -0.097 4.553 3.369  0.19
74 H 0.635 3.225 2.516  -0.06
75 H 1.081 3.292 4.044  0.38
76 H -3.276 -0.223 1.658  0.17
77 H -4.202 0.695 2.774  0.34
78 H -3.575 -0.764 3.303  0.37
79 C -4.293 -4.930 3.873  -0.48
80 O -3.760 -6.029 3.149  -0.37
81 P -3.207 -5.915 1.635  1.00
82 O -4.153 -4.956 0.851  -0.70
83 O -1.812 -5.239 1.713  -0.27
84 C -1.698 -3.769 1.456  -0.32
85 O -3.106 -7.233 0.772  -0.32
86 C -2.776 -6.958 -0.589  -0.50
87 H -3.504 -4.164 4.013  0.21
88 H -4.667 -5.359 4.932  0.25
89 H -5.244 -4.363 3.313  0.24
90 H -1.816 -3.515 0.400  0.14
91 H -0.618 -3.512 1.739  0.26
92 H -2.455 -3.196 2.029  0.13
93 H -2.665 -8.151 -1.020  0.20
94 H -1.758 -6.262 -0.544  0.22
95 H -3.581 -6.370 -1.346  0.23

## Properties
Orbital gap (Ha): 0.3708
Energy above the lowest of the compared OMol25 structures with the same formula, charge and spin (kJ/mol): 139.8
Electronic energy (eV): -108931.992
SMILES string: COP(=O)(OC)OC.COP(=O)(OC)OC.COP(=O)(OC)OC.COP(=O)(OC)OC.COP(=O)(OC)OC.CC(C)=O
Total charge: 0

Record 2
Here is a structure of composition C18H52LiN15O11 at a distorted geometry from the OMol25 dataset. Energies are from ωB97M-V with the def2-TZVPD basis set.

Last column: Mulliken charge in e.
CARTESIAN COORDINATES (ANGSTROEM)
1 Li -3.555 -3.935 -3.729  0.90
2 C 0.207 -1.651 -0.769  -0.80
3 C -0.961 -2.263 -1.560  0.79
4 O -1.720 -3.154 -1.126  -0.84
5 O -1.175 -1.863 -2.725  -0.77
6 H 0.686 -0.776 -1.206  0.25
7 H 0.973 -2.376 -0.495  0.18
8 H -0.102 -1.327 0.225  0.29
9 C 3.170 -0.751 4.448  0.68
10 O 3.089 -1.365 3.368  -0.66
11 N 3.156 0.588 4.551  -0.42
12 N 3.258 -1.312 5.628  -0.37
13 H 3.088 1.008 3.635  0.23
14 H 3.120 1.109 5.415  0.17
15 H 3.299 -0.718 6.444  0.16
16 H 3.231 -2.318 5.722  0.22
17 C 3.463 -3.092 -4.845  0.71
18 O 2.858 -3.811 -5.635  -0.74
19 N 4.551 -3.446 -4.351  -0.34
20 N 3.008 -2.038 -4.353  -0.33
21 H 4.999 -2.745 -3.779  0.16
22 H 4.962 -4.300 -4.700  0.22
23 H 3.312 -1.605 -3.493  0.17
24 H 2.208 -1.624 -4.811  0.16
25 C -6.922 -0.325 0.544  0.62
26 O -6.369 0.713 0.308  -0.64
27 N -8.177 -0.339 0.891  -0.42
28 N -6.435 -1.485 0.250  -0.36
29 H -8.434 -1.250 1.243  0.18
30 H -8.612 0.468 1.316  0.25
31 H -7.020 -2.298 0.379  0.16
32 H -5.470 -1.509 -0.047  0.22
33 C 7.655 -1.343 -0.583  0.68
34 O 7.500 -0.590 -1.462  -0.61
35 N 8.822 -1.873 -0.433  -0.38
36 N 6.926 -1.731 0.393  -0.31
37 H 9.608 -1.796 -1.063  0.19
38 H 8.962 -2.322 0.461  0.12
39 H 5.986 -1.416 0.584  0.16
40 H 7.376 -2.495 0.876  0.15
41 C -0.975 -5.069 4.144  0.60
42 O -1.475 -5.760 4.982  -0.62
43 N -1.552 -4.261 3.242  -0.41
44 N 0.295 -4.750 4.146  -0.35
45 H -1.039 -3.977 2.420  0.20
46 H -2.558 -4.295 3.165  0.19
47 H 0.947 -5.305 4.682  0.19
48 H 0.387 -3.812 3.783  0.20
49 C -0.063 -8.562 -0.740  0.62
50 O -0.104 -8.591 0.440  -0.60
51 N 0.022 -9.702 -1.414  -0.43
52 N -0.041 -7.546 -1.573  -0.37
53 H 0.064 -9.597 -2.417  0.17
54 H -0.521 -10.395 -0.919  0.24
55 H -0.121 -7.599 -2.579  0.17
56 H -0.234 -6.670 -1.110  0.21
57 C -1.113 1.857 -5.782  0.58
58 O -0.980 2.877 -6.410  -0.66
59 N -0.164 1.392 -4.945  -0.40
60 N -2.108 1.087 -5.697  -0.34
61 H 0.704 1.902 -5.016  0.19
62 H -0.409 0.809 -4.158  0.21
63 H -2.892 1.334 -6.284  0.22
64 H -1.963 0.205 -5.226  0.21
65 C 0.262 7.746 0.555  -1.90
66 C -1.010 6.942 0.657  1.75
67 C -1.370 6.592 -0.770  -1.33
68 C -2.514 5.649 -1.001  -0.68
69 C -2.077 4.318 -0.247  -1.42
70 C -1.698 4.580 1.224  1.53
71 N -0.793 5.699 1.410  0.19
72 O -0.281 5.924 2.661  -0.43
73 C -3.058 4.835 1.988  -1.47
74 C -0.966 3.318 1.729  -1.93
75 C -2.131 7.861 1.292  -1.70
76 H 0.602 8.076 1.537  0.40
77 H 0.134 8.619 -0.085  0.37
78 H 1.048 7.092 0.178  0.45
79 H -1.649 7.560 -1.187  0.51
80 H -0.518 6.097 -1.237  0.37
81 H -2.512 5.456 -2.074  0.40
82 H -3.466 6.081 -0.693  0.30
83 H -1.346 3.689 -0.754  0.47
84 H -2.966 3.698 -0.365  0.37
85 H -3.000 5.510 2.841  0.27
86 H -3.858 5.295 1.409  0.32
87 H -3.605 3.950 2.315  0.40
88 H -0.035 3.040 1.235  0.45
89 H -0.621 3.296 2.762  0.37
90 H -1.626 2.452 1.665  0.42
91 H -1.829 8.277 2.253  0.36
92 H -3.135 7.470 1.460  0.35
93 H -2.522 8.653 0.653  0.41
94 H -1.065 5.774 3.194  0.40
95 O 3.271 -5.529 1.070  -0.62
96 H 3.300 -4.633 1.406  0.32
97 H 2.406 -5.608 0.669  0.29

## Properties
Orbital gap (Ha): 0.1932
Energy above the lowest of the compared OMol25 structures with the same formula, charge and spin (kJ/mol): 903.2
Electronic energy (eV): -64587.212
Total charge: 0

Record 3
Here is a structure of composition C18H52O18S5 at a distorted geometry from the OMol25 dataset. Energies are from ωB97M-V with the def2-TZVPD basis set.

Last column: Mulliken charge in e.
CARTESIAN COORDINATES (ANGSTROEM)
1 O -7.990 6.149 13.486  -0.28
2 S -8.976 7.215 13.416  1.51
3 O -10.236 7.213 14.187  -0.50
4 O -8.206 8.715 13.695  -0.41
5 C -8.923 9.904 13.558  -0.19
6 C -9.227 10.295 14.991  -1.08
7 C -9.364 7.433 11.607  -1.24
8 H -9.779 9.889 12.883  0.27
9 H -8.291 10.667 13.104  0.35
10 H -9.271 11.362 15.210  0.43
11 H -8.382 10.027 15.625  0.27
12 H -10.208 9.922 15.286  0.21
13 H -10.167 8.170 11.594  0.60
14 H -9.590 6.433 11.236  0.30
15 H -8.419 7.788 11.197  0.46
16 O -12.176 6.137 10.706  -0.74
17 S -13.033 6.751 11.706  1.12
18 O -13.210 8.171 11.727  -0.70
19 O -14.526 6.056 11.720  -0.43
20 C -14.603 4.689 11.342  1.18
21 C -15.227 4.486 9.930  -1.42
22 C -12.375 6.186 13.354  0.72
23 H -15.306 4.231 12.037  0.34
24 H -13.602 4.264 11.411  -0.77
25 H -15.080 3.479 9.539  0.28
26 H -15.008 5.324 9.268  0.33
27 H -16.276 4.722 10.108  0.41
28 H -11.337 6.511 13.415  -0.06
29 H -12.483 5.102 13.388  -0.68
30 H -12.858 6.549 14.261  0.49
31 O -13.493 3.779 13.039  -0.63
32 S -13.333 2.705 13.991  1.11
33 O -13.619 2.812 15.445  -0.77
34 O -14.007 1.285 13.368  -0.43
35 C -14.171 1.153 12.020  0.33
36 C -13.998 -0.340 11.748  -1.43
37 C -11.582 2.054 13.875  0.17
38 H -13.435 1.674 11.407  0.02
39 H -15.198 1.448 11.808  0.35
40 H -14.596 -0.957 12.420  0.33
41 H -12.951 -0.640 11.784  0.30
42 H -14.366 -0.437 10.727  0.41
43 H -11.435 1.039 13.504  0.58
44 H -11.042 2.328 14.781  -1.14
45 H -11.084 2.848 13.319  0.16
46 O -6.554 5.307 16.189  -0.64
47 S -7.099 3.939 16.504  1.33
48 O -7.009 2.777 15.604  -0.61
49 O -6.474 3.447 18.015  -0.46
50 C -6.875 2.126 18.482  -0.04
51 C -5.772 1.102 18.159  -1.07
52 C -8.923 4.361 17.016  0.08
53 H -7.804 1.757 18.048  -0.02
54 H -7.082 2.010 19.546  0.48
55 H -5.975 0.832 17.123  0.21
56 H -5.824 0.170 18.721  0.39
57 H -4.778 1.501 18.361  0.27
58 H -9.299 3.560 17.653  0.34
59 H -9.452 4.478 16.071  -0.36
60 H -8.938 5.251 17.646  0.50
61 O -6.260 7.514 11.483  -0.63
62 S -5.115 7.150 12.362  1.24
63 O -4.873 7.661 13.674  -0.59
64 O -5.155 5.494 12.475  -0.47
65 C -6.480 4.949 12.565  -0.83
66 C -6.750 4.921 14.144  -1.20
67 C -3.519 7.393 11.332  -1.07
68 H -6.431 3.915 12.222  0.41
69 H -7.151 5.529 11.932  0.35
70 H -6.919 5.875 14.644  0.73
71 H -5.991 4.397 14.724  0.67
72 H -7.672 4.375 14.340  0.23
73 H -3.461 6.657 10.530  0.33
74 H -2.691 7.030 11.941  0.38
75 H -3.482 8.463 11.131  0.36
76 C -11.267 3.042 16.847  -1.08
77 O -10.411 2.703 15.813  -0.90
78 H -12.057 2.291 16.814  0.56
79 H -10.772 2.978 17.816  0.50
80 H -11.728 4.029 16.813  0.27
81 H -10.186 1.772 15.865  0.59
82 C -9.882 4.861 13.765  -1.14
83 O -10.903 4.215 14.393  -0.36
84 H -10.418 5.516 13.078  -0.85
85 H -9.260 5.504 14.387  0.49
86 H -9.283 4.040 13.369  1.43
87 H -10.574 3.784 15.185  0.22
88 C -10.965 3.835 11.149  -0.33
89 O -10.927 4.838 10.117  -0.93
90 H -10.474 2.945 10.755  0.47
91 H -10.388 4.001 12.059  -0.19
92 H -11.989 3.533 11.368  -0.10
93 H -11.542 5.522 10.393  0.92

## Properties
Orbital gap (Ha): 0.3098
Energy above the lowest of the compared OMol25 structures with the same formula, charge and spin (kJ/mol): 2165.8
Electronic energy (eV): -110513.606
Total charge: 0